{
  "formula": "C3H8NO",
  "method": "ωB97M-V/def2-TZVPD",
  "charge": 2,
  "spin_multiplicity": 2,
  "e_homo_ev": [-22.94, -22.97],
  "relative_energy_ev": 0.522,
  "max_force_ev_per_a": 2.39,
  "e_lumo_ev": [-10.29, -14.21],
  "elements": ["O", "H", "H", "H", "H", "N", "H", "C", "H", "C", "C", "H", "H"],
  "xyz": [[2.5089, 0.9522, -0.2074], [0.0622, 0.5118, -1.1894], [-2.3625, 0.6900, 0.4554], [-0.2564, 1.5315, 0.0278], [-2.0659, -0.8264, 0.0055], [-1.7931, 0.1331, -0.2277], [0.4754, -1.5208, -0.0668], [-0.3369, 0.4598, -0.1868], [2.8248, -0.9313, 0.3424], [2.1049, -0.1025, 0.1196], [0.6005, -0.5205, 0.4690], [0.5744, -0.6041, 1.5656], [-2.3364, 0.2273, -1.1070]],
  "atomic_forces_ev_per_a": [[-0.1, 0.3, -0.3], [-0.7, -0.3, -0.9], [0.7, -0.2, -0.4], [0.0, -0.3, 1.0], [0.6, -0.4, 0.3], [-2.0, -0.4, 0.8], [0.4, 0.9, 1.1], [0.3, 1.7, -1.7], [0.3, 0.0, -0.2], [-0.7, -0.9, 1.2], [0.1, -0.8, -0.7], [0.2, -0.2, -0.2], [1.0, 0.6, -0.2]],
  "lowdin_charge": [0.43, 0.14, 0.21, 0.16, 0.19, 0.22, 0.18, -0.15, 0.24, 0.02, -0.02, 0.16, 0.21]
}

=====

{
  "formula": "C20H28F3FeO2",
  "method": "ωB97M-V/def2-TZVPD",
  "charge": 0,
  "spin_multiplicity": 6,
  "e_homo_ev": [-7.35, -8.76],
  "max_force_ev_per_a": 2.00,
  "e_lumo_ev": [0.58, -0.98],
  "elements": ["H", "H", "C", "C", "H", "H", "C", "C", "C", "Fe", "C", "H", "H", "C", "H", "H", "C", "H", "H", "H", "H", "F", "C", "H", "C", "C", "H", "H", "H", "C", "H", "H", "H", "H", "H", "F", "O", "C", "H", "H", "H", "H", "O", "C", "C", "C", "C", "H", "C", "C", "H", "F", "C", "H"],
  "xyz": [[0.5426, 0.8210, -2.2928], [-0.6929, 2.7106, 3.1309], [-0.2295, 2.8381, -0.2089], [-0.5033, -2.2486, 1.0738], [4.6765, -0.7039, -0.8042], [-1.5467, -2.4931, 0.8093], [-2.5909, -0.3005, -1.8687], [-1.6572, 3.1557, -0.0763], [-3.4209, 0.8550, 0.7694], [-1.5389, 1.0914, -0.3126], [2.5567, -0.7506, -1.5177], [0.7902, -3.6715, 3.7123], [2.0500, 0.8351, -2.8287], [0.2661, -1.5347, 3.2729], [-0.9430, -3.2791, 3.5737], [1.4270, -1.3419, -3.2160], [-2.7989, 1.0505, -2.2599], [3.9020, -2.3459, -0.7207], [1.3564, -2.5178, -1.8614], [1.3297, -1.2769, 3.1516], [-0.1048, -1.1303, 4.2182], [-4.0483, -0.3184, 0.4453], [0.0630, -3.0589, 3.1485], [3.1498, 1.2839, -1.4975], [-1.1836, -0.5375, -1.7724], [0.2944, 2.6654, 1.1182], [-3.7663, 1.5263, -2.4075], [-2.8858, 3.4759, 1.7635], [3.7443, 0.3355, -2.9139], [-1.9609, 3.0972, 1.3293], [0.0455, -2.0653, 0.1379], [1.3743, 2.6771, 1.3436], [0.3934, 3.0107, -1.0873], [3.2582, 0.0093, 1.0689], [-1.3084, 2.5984, -2.9545], [-4.3430, 1.8574, 0.4928], [1.7116, -0.4441, -0.3638], [1.9941, -1.8235, -2.4184], [-1.4929, -0.7696, 2.3152], [-0.7116, -1.5071, -1.6018], [-3.3378, -1.0979, -1.7836], [2.8259, -2.3806, -2.8661], [0.0809, -3.3830, 1.7373], [2.8591, -0.8487, 0.4999], [3.7463, -1.2604, -0.6683], [-1.5277, 1.6410, -2.4946], [2.9072, 0.5217, -2.2406], [0.0373, -0.1481, 1.5782], [-0.4758, -1.0235, 2.0204], [-0.5144, 0.6860, -2.1589], [2.5368, -1.6789, 1.1378], [-3.2629, 0.8371, 2.1524], [-0.7751, 2.7855, 2.0397], [-2.2978, 3.5746, -0.8436]],
  "atomic_forces_ev_per_a": [[-0.4, 0.0, 0.3], [-0.1, 0.0, -0.6], [-0.4, 1.1, 0.7], [-0.3, -0.1, -0.5], [-0.1, -0.2, 0.1], [0.2, 0.1, 0.1], [0.5, -0.6, -0.7], [1.4, 0.7, 0.5], [0.6, 0.0, -0.1], [-0.6, -0.2, 1.9], [0.8, -0.4, -0.2], [-0.2, 0.3, -0.6], [0.4, 0.3, -0.2], [0.7, -0.4, -0.8], [0.4, -0.1, -0.3], [-0.2, -0.3, -0.1], [0.2, -0.4, -0.7], [0.1, 0.4, -0.1], [0.2, 0.1, -0.1], [-0.2, -0.2, 0.3], [0.0, -0.1, -0.2], [-0.3, 0.3, 0.6], [-0.6, 0.0, 0.3], [0.1, 0.1, -0.2], [-0.2, 0.5, -0.8], [-0.4, 0.5, -0.4], [0.3, -0.1, 0.1], [0.2, -0.7, -0.1], [0.1, 0.2, 0.0], [1.1, 1.0, 0.0], [0.0, -0.2, 0.6], [-0.8, -0.6, 0.0], [-0.4, -0.2, 0.3], [-0.4, -0.4, 0.0], [-0.2, 0.0, 0.5], [0.3, -0.8, 0.4], [1.7, -0.6, 0.4], [-0.2, 0.2, -0.3], [0.0, 0.2, -0.2], [-0.3, 0.6, 0.1], [0.3, 0.7, 0.4], [-0.2, 0.1, 0.0], [0.3, 1.0, 1.1], [-0.7, 0.4, 0.4], [-0.8, -0.1, 0.1], [0.3, -1.0, -0.8], [-0.1, -0.1, -0.1], [-0.3, -0.3, 0.1], [0.0, -0.3, 0.2], [-1.1, -0.7, -1.0], [0.2, 0.3, 0.1], [-0.7, -0.2, -0.7], [-0.2, 0.2, -0.1], [0.1, -0.1, 0.2]],
  "lowdin_charge": [0.06, 0.11, -0.20, -0.20, 0.12, 0.12, -0.14, -0.22, -0.49, 0.83, -0.58, 0.12, 0.06, -0.15, 0.12, 0.08, -0.13, 0.12, 0.09, 0.10, 0.11, 0.02, -0.19, 0.10, -0.13, -0.10, 0.12, 0.12, 0.10, -0.13, 0.07, 0.11, 0.11, 0.12, 0.12, 0.02, -0.14, -0.01, 0.09, 0.09, 0.12, 0.10, -0.14, -0.12, -0.08, -0.16, -0.02, 0.08, -0.16, -0.17, 0.11, 0.00, -0.11, 0.12]
}

=====

{
  "formula": "C36H37BCl5N5OSTeV",
  "method": "ωB97M-V/def2-TZVPD",
  "charge": 0,
  "spin_multiplicity": 2,
  "e_homo_ev": [-6.05, -5.55],
  "max_force_ev_per_a": 3.10,
  "e_lumo_ev": [-0.18, -0.18],
  "elements": ["V", "H", "H", "H", "H", "C", "C", "H", "C", "H", "H", "H", "H", "H", "H", "Cl", "C", "C", "H", "C", "C", "H", "N", "Cl", "C", "H", "H", "C", "C", "H", "H", "C", "C", "H", "C", "H", "C", "H", "C", "C", "C", "H", "C", "C", "N", "H", "H", "C", "Cl", "H", "Cl", "H", "C", "H", "C", "C", "H", "C", "C", "N", "C", "C", "C", "C", "C", "H", "H", "H", "C", "C", "H", "C", "H", "N", "H", "C", "S", "N", "H", "H", "B", "H", "Cl", "C", "C", "Te", "O", "H"],
  "xyz": [[0.2202, -0.1102, 0.2698], [1.2065, -4.4502, 5.4283], [-5.6920, -5.6887, 2.2155], [-6.4527, -5.1985, -1.9515], [-3.3455, -3.7380, -2.8432], [3.4878, 2.2173, 2.8060], [-4.0759, -0.4781, 0.0106], [0.8827, -4.7507, -2.1958], [0.3427, -5.8043, 4.0043], [-4.8613, 3.2888, -2.0612], [-1.4662, -0.2037, -3.5280], [2.0806, 1.3372, -3.3328], [-0.5160, -6.9187, 2.3862], [2.2708, -4.5031, -3.2539], [-1.7685, 2.8461, -3.3020], [4.5051, 3.0057, 3.9471], [0.3708, -4.4591, -4.2860], [0.7776, -4.5596, 4.4408], [0.3507, -5.5239, -4.5144], [-6.2205, -5.5420, 0.1479], [-4.4059, -3.6654, -2.5897], [-2.5931, -3.6592, 2.2331], [1.3954, 0.9737, -2.6933], [5.7032, 1.8359, 1.3193], [1.2446, -4.1868, -3.0560], [-3.8175, 1.0911, -3.5178], [-7.8907, -6.6070, -0.6930], [-0.3148, -4.8390, 1.9068], [-1.0727, 2.1599, -1.2814], [-0.7198, -4.9503, 0.9054], [-4.9582, -4.2200, -3.3462], [-5.8465, -5.0005, -1.0742], [-4.7493, 1.2141, -1.6022], [-2.5475, 3.8095, -1.7260], [-0.0226, -2.3650, 1.5018], [-0.6534, -4.1255, -4.1097], [4.0122, 1.7019, 1.6228], [1.0190, -2.4830, 3.9301], [-3.2470, -1.0513, -0.9675], [-4.2746, -4.4942, 1.1570], [1.3427, 1.4578, 2.1087], [-4.6985, -2.6159, -2.6570], [-2.2112, -0.9763, -3.3224], [-0.1920, -5.9453, 2.7323], [-1.1760, -1.9989, 0.9059], [0.4227, -6.6641, 4.6569], [-3.1799, -5.1974, 2.8663], [0.6727, -3.4569, 3.6094], [-0.3373, 1.1145, 2.4000], [-4.6166, -0.2246, 2.0606], [1.4483, 2.6029, 4.5568], [-6.0793, 2.3163, -2.8800], [1.2307, -2.7455, -2.6729], [-3.2955, -1.3617, 1.8144], [-4.7089, -4.2148, -1.2150], [1.7895, 0.9693, 0.8849], [-4.0979, -3.7219, 3.1496], [-4.8022, 0.6550, -0.3330], [-5.4206, -5.2764, 1.2487], [0.7465, -2.2980, -1.5737], [3.1698, 1.0714, 0.7043], [-3.9126, 0.6337, -2.5406], [-3.1399, -0.4800, -2.2429], [1.3174, -0.3465, -2.4986], [-5.5414, 2.4433, -1.9401], [-5.4288, 1.1124, 0.4244], [-1.6843, -1.8884, -3.0402], [-6.2565, 2.6777, -1.1528], [0.1051, -3.5882, 2.3437], [-4.2403, -1.0111, 1.4077], [1.1580, 1.5555, -1.8994], [2.1281, 2.0631, 3.0698], [-4.9620, -1.8294, 1.4213], [-0.6363, 1.2704, -0.6715], [-0.6464, 4.1265, -2.2593], [-7.4544, -6.3916, 0.2809], [1.8014, -1.4753, -3.7263], [0.7943, -0.9313, -1.4335], [-7.2202, -7.3366, 0.7721], [-8.2043, -5.8802, 0.8867], [-1.5498, 3.3229, -2.2044], [0.7545, -3.9283, -5.1578], [3.9058, 0.3210, -0.6795], [-3.9240, -3.9506, -0.0800], [-3.4851, -4.2512, 2.4179], [-2.1255, -2.8078, -0.5557], [0.9311, -1.5607, 1.4625], [-2.7526, -1.1712, -4.2489]],
  "atomic_forces_ev_per_a": [[-0.6, -1.5, 1.4], [0.0, 0.0, 0.0], [0.0, 0.0, 0.0], [0.0, 0.0, 0.0], [0.0, 0.0, -0.1], [0.0, 0.0, 0.0], [0.0, 0.0, 0.0], [0.0, 0.0, 0.0], [0.0, 0.0, 0.0], [0.0, 0.0, 0.0], [0.0, 0.0, 0.0], [0.0, 0.0, 0.0], [0.0, 0.0, 0.0], [0.0, 0.0, 0.0], [0.0, -0.1, 0.0], [0.0, 0.0, 0.0], [0.1, 0.0, 0.1], [0.0, 0.0, 0.0], [0.0, 0.0, 0.0], [0.0, 0.0, 0.0], [0.0, 0.0, 0.1], [0.0, 0.0, 0.1], [0.1, 0.0, 0.1], [0.1, 0.0, 0.0], [-0.1, 0.0, -0.2], [0.0, 0.0, 0.0], [0.0, 0.0, 0.0], [0.1, 0.1, 0.0], [0.1, -0.4, 0.1], [0.0, -0.1, 0.0], [0.0, 0.0, 0.0], [0.0, 0.0, 0.0], [-0.1, 0.1, 0.0], [0.0, 0.0, 0.1], [-0.3, -0.7, 0.1], [0.0, 0.0, 0.0], [0.0, 0.0, -0.1], [0.0, 0.0, 0.0], [0.1, 0.1, -0.1], [0.2, 0.2, 0.2], [0.6, 0.1, -0.4], [0.0, 0.0, 0.0], [0.0, 0.1, 0.1], [0.0, -0.1, 0.0], [0.4, 0.5, -0.1], [0.0, 0.0, 0.0], [0.0, 0.0, 0.0], [0.0, 0.0, 0.0], [-0.6, 0.2, 0.6], [0.0, 0.0, 0.0], [0.0, 0.0, 0.0], [0.0, 0.0, 0.0], [-0.1, 0.2, 0.2], [0.0, -0.1, 0.1], [0.0, 0.1, -0.1], [1.6, 0.8, 0.6], [0.0, 0.0, 0.0], [0.0, -0.1, -0.1], [0.0, 0.0, -0.1], [0.1, -0.5, -0.1], [-0.4, 0.2, 0.3], [0.0, 0.0, 0.0], [0.0, -0.2, 0.0], [-0.1, -0.1, -0.2], [0.1, 0.0, 0.0], [0.0, 0.0, 0.0], [0.1, 0.0, -0.1], [0.0, 0.0, 0.0], [0.1, 0.0, 0.0], [0.0, 0.0, -0.1], [0.0, 0.0, 0.0], [-0.1, 0.1, 0.1], [0.0, -0.1, 0.0], [-1.6, 2.3, -1.4], [0.1, 0.0, 0.0], [0.1, 0.1, 0.0], [0.0, 0.1, 0.1], [0.4, -0.7, -1.5], [0.0, 0.0, 0.0], [0.0, 0.0, 0.0], [-0.1, 0.1, -0.2], [0.0, 0.0, 0.0], [0.1, -0.1, -0.2], [0.2, 0.0, 0.0], [-0.1, 0.0, -0.1], [-0.8, 0.0, -0.1], [0.1, -0.8, 0.6], [0.0, 0.0, 0.0]],
  "lowdin_charge": [0.50, 0.11, 0.13, 0.12, 0.04, -0.71, -0.26, 0.11, -0.08, 0.07, 0.09, 0.11, 0.11, 0.11, 0.01, 0.67, -0.09, -0.07, 0.08, -0.26, -0.07, 0.03, 0.14, 0.67, -0.23, 0.13, 0.08, -0.07, -0.16, 0.09, 0.09, -0.01, -0.24, 0.00, -0.58, 0.07, -0.71, 0.12, -0.31, -0.29, -0.66, 0.09, -0.06, -0.08, -0.29, 0.10, 0.09, -0.01, 0.78, 0.09, 0.68, 0.08, -0.60, 0.05, -0.29, -0.28, 0.09, 0.00, -0.01, -0.01, -0.66, -0.02, -0.32, -0.71, -0.03, 0.12, 0.00, 0.08, -0.16, -0.05, 0.08, -0.70, 0.08, 0.00, 0.01, -0.04, 1.12, -0.12, 0.08, 0.09, -0.42, 0.07, 0.69, -0.29, -0.05, 1.85, -0.07, 0.09]
}

=====

{
  "formula": "C5H12O",
  "method": "ωB97M-V/def2-TZVPD",
  "charge": 0,
  "e_homo_ev": -7.62,
  "relative_energy_ev": 5.000,
  "max_force_ev_per_a": 0.43,
  "e_lumo_ev": 0.62,
  "elements": ["C", "C", "C", "C", "H", "O", "H", "H", "H", "H", "H", "H", "H", "H", "C", "H", "H", "H"],
  "xyz": [[-1.2824, 1.3488, 1.5584], [0.1992, -1.2084, -0.2117], [1.2435, -2.1232, -0.8519], [0.7412, 0.1785, 0.1147], [2.1075, -2.2537, -0.1896], [-1.1015, 2.3063, 0.6054], [-1.3863, 1.7990, 2.5412], [-0.1863, -1.6770, 0.7043], [1.5765, 0.1015, 0.8221], [1.1745, 0.6301, -0.7834], [1.6113, -1.6949, -1.7920], [-0.6643, -1.1257, -0.8894], [-0.0792, 0.6747, 0.9967], [-1.3885, 1.0170, -0.9748], [-0.8661, 1.8931, -0.5994], [-2.0413, 0.6023, 1.3044], [0.8378, -3.1176, -1.0723], [-0.4956, 2.6493, -1.2826]],
  "atomic_forces_ev_per_a": [[-0.3, 0.0, 0.2], [-0.1, 0.0, 0.0], [0.1, 0.0, 0.0], [0.1, -0.1, 0.0], [-0.1, 0.0, -0.1], [0.1, 0.0, -0.1], [0.0, 0.0, -0.1], [0.0, 0.1, -0.1], [-0.1, 0.0, 0.0], [-0.1, 0.0, 0.2], [0.0, -0.1, 0.1], [0.1, 0.0, 0.1], [0.2, -0.1, -0.3], [0.1, 0.1, 0.1], [-0.1, 0.1, 0.0], [0.1, 0.1, 0.0], [0.0, 0.2, 0.0], [-0.1, -0.1, 0.1]],
  "lowdin_charge": [-0.11, -0.33, -0.13, -0.18, 0.07, -0.16, 0.07, 0.10, 0.08, 0.07, 0.07, 0.09, 0.05, 0.09, -0.05, 0.09, 0.07, 0.10]
}

=====

{
  "formula": "C3HgO4",
  "method": "ωB97M-V/def2-TZVPD",
  "charge": -1,
  "spin_multiplicity": 2,
  "e_homo_ev": [-2.27, -2.16],
  "relative_energy_ev": 0.557,
  "max_force_ev_per_a": 4.53,
  "e_lumo_ev": [2.51, 2.13],
  "elements": ["C", "C", "Hg", "C", "O", "O", "O", "O"],
  "xyz": [[2.4427, 1.1882, 0.0453], [3.1840, 2.2882, -0.2438], [0.1705, -0.0399, -0.0326], [-3.1610, -1.7769, 0.0661], [-2.1162, -1.2782, -0.0302], [2.2328, 0.2056, -0.7937], [-4.2015, -2.2681, 0.1335], [1.4486, 1.6811, 0.8554]],
  "atomic_forces_ev_per_a": [[-1.2, 3.9, -2.0], [0.9, -0.6, 0.9], [0.1, 0.3, 0.1], [0.8, 0.4, -0.3], [-1.1, -0.6, 0.1], [0.5, -1.5, 0.7], [-0.8, -0.4, 0.2], [0.7, -1.5, 0.3]],
  "lowdin_charge": [-1.03, 0.08, 0.96, -0.44, 0.00, -0.37, 0.20, -0.40]
}

=====

Quick rundown of calculated total energy, same order as above: -248.2896; -2492.4715; -5678.9995; -272.7649; -568.5482 hartree